The following is a DFT calculation (wB97M-V/def2-TZVPD) of a molecular structure, C30H39FeN5PSSe2.

Positions of all 79 atoms, in Å:
Fe (-0.96, -0.35, 1.53)
C (-3.57, 0.85, 2.12)
C (-2.52, 1.91, 2.38)
N (-1.24, 1.28, 2.75)
C (-1.08, 0.95, 4.18)
C (-1.76, -0.35, 4.60)
S (-1.56, -1.68, 3.37)
C (-3.28, -2.08, 2.91)
C (-3.68, -1.51, 1.54)
N (-3.02, -0.23, 1.28)
H (-3.89, 0.41, 3.07)
H (-4.46, 1.30, 1.67)
H (-2.34, 2.48, 1.46)
H (-2.86, 2.62, 3.14)
H (-0.50, 1.93, 2.52)
H (-0.01, 0.87, 4.36)
H (-1.46, 1.77, 4.81)
H (-1.32, -0.69, 5.53)
H (-2.83, -0.22, 4.79)
H (-3.35, -3.17, 2.89)
H (-3.93, -1.74, 3.71)
H (-3.38, -2.20, 0.76)
H (-4.77, -1.42, 1.50)
H (-3.14, 0.01, 0.29)
Se (2.27, -0.84, -1.08)
P (1.02, 0.77, -1.64)
Se (-0.81, 1.19, -0.45)
C (0.47, 0.58, -3.37)
C (1.37, 0.03, -4.28)
C (1.01, -0.12, -5.61)
C (-0.25, 0.27, -6.04)
C (-1.15, 0.82, -5.14)
C (-0.79, 0.98, -3.81)
C (1.96, 2.34, -1.65)
C (3.33, 2.29, -1.89)
C (4.08, 3.45, -1.93)
C (3.47, 4.68, -1.72)
C (2.10, 4.74, -1.49)
C (1.35, 3.57, -1.45)
H (2.34, -0.30, -3.94)
H (1.72, -0.55, -6.31)
H (-0.53, 0.15, -7.08)
H (-2.13, 1.13, -5.47)
H (-1.49, 1.40, -3.11)
H (3.81, 1.32, -2.02)
H (5.14, 3.40, -2.11)
H (4.05, 5.59, -1.75)
H (1.62, 5.69, -1.33)
H (0.28, 3.62, -1.27)
N (2.94, -1.27, 2.81)
C (1.65, -1.50, 2.51)
N (1.01, -0.43, 2.13)
C (1.96, 0.60, 2.16)
C (1.88, 1.94, 1.78)
C (3.03, 2.71, 1.88)
C (4.24, 2.17, 2.34)
C (4.33, 0.84, 2.70)
C (3.18, 0.08, 2.60)
H (3.61, -1.96, 3.08)
H (1.21, -2.49, 2.57)
H (0.99, 2.36, 1.34)
H (3.00, 3.74, 1.56)
H (5.11, 2.80, 2.39)
H (5.27, 0.41, 3.04)
C (0.28, -3.97, -2.26)
C (-1.07, -3.67, -1.60)
C (-2.04, -3.06, -2.62)
C (-1.67, -4.95, -0.98)
C (-0.90, -2.69, -0.51)
N (-0.89, -1.91, 0.33)
H (0.11, -4.71, -3.05)
H (0.99, -4.38, -1.54)
H (0.71, -3.08, -2.69)
H (-2.20, -3.78, -3.42)
H (-1.62, -2.15, -3.06)
H (-3.00, -2.82, -2.17)
H (-1.85, -5.67, -1.78)
H (-2.62, -4.75, -0.48)
H (-0.98, -5.39, -0.26)

Properties
Charge ... +1
Gap between HOMO and LUMO ... 0.286 hartree
LUMO energy ... -0.0722 Eh
Largest force on an atom ... 0.00921 Eh/bohr
HOMO energy ... -9.742 eV
Molar mass ... 746.483 g/mol



The following is a DFT calculation (wB97M-V/def2-TZVPD) of 8 unconnected molecules or ions with the total composition C30H39N5O11 at a distorted geometry.

Positions of all 85 atoms, in Å:
N (-0.56, -0.61, -0.05)
H (-0.99, 0.14, -0.56)
H (-1.31, -1.19, 0.30)
H (-0.09, -0.20, 0.75)
H (0.04, -1.26, -0.54)
C (3.17, -5.14, -4.09)
C (1.89, -4.48, -3.48)
O (1.60, -4.73, -2.13)
H (4.13, -4.92, -3.63)
H (3.29, -4.97, -5.16)
H (2.93, -6.20, -3.96)
H (1.03, -4.50, -4.16)
H (2.21, -3.44, -3.60)
C (-7.11, -2.21, -0.78)
C (-6.30, -2.85, 0.41)
O (-4.95, -2.98, 0.08)
H (-7.06, -2.68, -1.76)
H (-6.79, -1.18, -0.93)
H (-8.18, -2.14, -0.60)
H (-6.66, -3.84, 0.69)
H (-6.42, -2.22, 1.29)
C (-2.10, -3.34, 5.44)
C (-0.75, -4.00, 5.65)
O (-0.25, -4.65, 4.53)
H (-2.40, -2.69, 6.26)
H (-2.86, -4.11, 5.36)
H (-2.19, -2.71, 4.55)
H (-0.78, -4.63, 6.54)
H (-0.08, -3.17, 5.89)
C (-8.68, 5.14, 1.26)
C (-7.76, 4.16, 1.68)
C (-6.59, 3.92, 0.99)
C (-6.43, 4.46, -0.33)
C (-7.51, 5.15, -0.85)
C (-8.56, 5.49, -0.05)
N (-5.27, 4.15, -1.22)
O (-5.36, 4.20, -2.39)
O (-4.23, 3.90, -0.59)
H (-9.53, 5.45, 1.85)
H (-7.89, 3.79, 2.69)
H (-5.84, 3.32, 1.48)
H (-7.56, 5.51, -1.86)
H (-9.32, 6.12, -0.49)
C (2.59, -1.30, -10.50)
C (3.18, -1.12, -9.27)
C (2.28, -0.70, -8.31)
C (0.91, -0.54, -8.50)
C (0.45, -0.69, -9.77)
C (1.27, -1.18, -10.81)
N (0.02, -0.06, -7.42)
O (-1.18, 0.12, -7.74)
O (0.55, 0.29, -6.34)
H (3.33, -1.69, -11.19)
H (4.22, -1.32, -9.04)
H (2.69, -0.34, -7.38)
H (-0.55, -0.48, -10.11)
H (0.84, -1.41, -11.78)
C (10.45, 1.20, 0.25)
C (9.50, 2.14, 0.64)
C (8.20, 1.79, 0.50)
C (7.84, 0.48, 0.05)
C (8.86, -0.46, -0.27)
C (10.19, -0.09, -0.20)
N (6.42, 0.07, -0.01)
O (5.51, 0.87, -0.31)
O (6.13, -1.05, 0.40)
H (11.51, 1.36, 0.37)
H (9.78, 3.08, 1.09)
H (7.39, 2.44, 0.80)
H (8.59, -1.46, -0.57)
H (11.01, -0.76, -0.39)
C (-0.45, 2.15, 9.65)
C (0.90, 2.22, 9.57)
C (1.56, 2.12, 8.36)
C (0.85, 1.91, 7.21)
C (-0.54, 1.82, 7.22)
C (-1.19, 1.95, 8.47)
N (1.54, 1.65, 5.91)
O (2.72, 1.35, 5.92)
O (0.92, 1.56, 4.88)
H (-1.05, 2.11, 10.55)
H (1.56, 2.36, 10.42)
H (2.63, 2.22, 8.36)
H (-1.06, 1.63, 6.30)
H (-2.26, 1.89, 8.55)

Properties
Charge ... -2
Gap between HOMO and LUMO ... 0.080 hartree
LUMO energy ... 0.0771 Eh
Largest force on an atom ... 0.07027 Eh/bohr
HOMO energy ... -0.073 eV
Molar mass ... 645.666 g/mol



The following is a DFT calculation (wB97M-V/def2-TZVPD) of a molecular structure, C30H39N5O3Pt.

Positions of all 78 atoms, in Å:
Pt (-0.85, 0.16, 1.28)
C (4.51, 2.72, 5.17)
C (3.62, 2.23, 4.06)
C (3.87, 2.49, 2.74)
C (3.04, 2.05, 1.67)
C (3.63, 2.37, 0.42)
N (3.37, 2.18, -0.85)
C (2.28, 1.54, -1.58)
C (1.91, 2.44, -2.76)
C (0.74, 1.89, -3.56)
N (-0.43, 1.81, -2.70)
C (-1.65, 2.05, -3.05)
C (-2.77, 1.75, -2.22)
C (-4.05, 1.95, -2.75)
C (-5.19, 1.51, -2.11)
C (-6.57, 1.72, -2.68)
C (-4.99, 0.77, -0.95)
C (-3.74, 0.56, -0.37)
C (-3.66, -0.41, 0.69)
N (-2.61, -0.80, 1.33)
C (-2.81, -2.08, 2.06)
C (-1.70, -2.43, 3.02)
C (-1.31, -1.27, 3.90)
N (-0.40, -0.38, 3.16)
C (0.58, 0.11, 3.81)
C (1.63, 0.99, 3.34)
C (2.51, 1.43, 4.32)
C (1.83, 1.33, 1.97)
O (1.00, 0.99, 1.04)
C (-2.59, 1.13, -0.95)
O (-1.42, 1.13, -0.40)
H (5.42, 3.16, 4.78)
H (4.79, 1.91, 5.85)
H (4.00, 3.48, 5.77)
H (4.76, 3.05, 2.49)
H (4.56, 2.90, 0.53)
H (4.08, 2.57, -1.46)
H (1.47, 1.38, -0.89)
H (2.62, 0.56, -1.93)
H (2.76, 2.54, -3.44)
H (1.66, 3.43, -2.39)
H (0.96, 0.89, -3.94)
H (0.52, 2.54, -4.40)
H (-0.35, 1.39, -1.77)
H (-1.83, 2.45, -4.05)
H (-4.14, 2.45, -3.71)
H (-6.65, 2.70, -3.15)
H (-7.33, 1.66, -1.91)
H (-6.80, 0.97, -3.44)
H (-5.85, 0.32, -0.46)
H (-4.58, -0.95, 0.89)
H (-2.88, -2.86, 1.31)
H (-3.76, -2.02, 2.59)
H (-0.82, -2.78, 2.47)
H (-2.04, -3.27, 3.63)
H (-0.81, -1.61, 4.81)
H (-2.19, -0.69, 4.20)
H (0.66, -0.16, 4.86)
H (2.30, 1.14, 5.35)
O (-0.10, -1.07, -1.42)
C (-0.18, -2.27, -1.57)
C (-0.09, -2.97, -2.89)
C (1.42, -3.22, -3.10)
C (2.18, -3.87, -1.93)
C (2.35, -2.99, -0.67)
C (1.14, -2.99, 0.28)
N (-0.12, -3.13, -0.47)
H (-0.49, -2.35, -3.69)
H (-0.63, -3.92, -2.88)
H (1.90, -2.25, -3.32)
H (1.55, -3.84, -3.99)
H (3.18, -4.11, -2.30)
H (1.73, -4.83, -1.66)
H (2.57, -1.96, -0.98)
H (3.23, -3.33, -0.11)
H (1.11, -2.08, 0.87)
H (1.19, -3.84, 0.97)
H (-0.25, -4.09, -0.76)

Properties
Charge ... +2
Gap between HOMO and LUMO ... 0.267 hartree
LUMO energy ... -0.2126 Eh
Largest force on an atom ... 0.01416 Eh/bohr
HOMO energy ... -13.054 eV
Molar mass ... 712.752 g/mol



The following is a DFT calculation (wB97M-V/def2-TZVPD) of a molecular structure, C30H40BCl5F6N6NiSb.

Positions of all 90 atoms, in Å:
Ni (-0.62, -0.01, -0.26)
C (1.10, 4.77, 1.21)
C (0.38, 3.87, 0.27)
C (-0.36, 4.19, -0.85)
C (-0.80, 2.97, -1.38)
N (-0.38, 1.98, -0.59)
N (0.35, 2.53, 0.41)
B (1.27, 1.65, 1.27)
N (2.11, 0.73, 0.34)
N (1.58, 0.00, -0.70)
C (2.63, -0.54, -1.35)
C (3.81, -0.19, -0.70)
C (3.44, 0.61, 0.36)
C (4.32, 1.27, 1.36)
C (2.63, -1.31, -2.67)
C (2.95, -2.79, -2.42)
C (3.76, -0.72, -3.54)
C (1.34, -1.17, -3.46)
N (0.48, 0.79, 2.25)
N (-0.41, -0.15, 1.81)
C (-0.83, -0.83, 2.89)
C (-0.22, -0.28, 4.03)
C (0.60, 0.73, 3.58)
C (1.48, 1.64, 4.37)
C (-1.79, -1.99, 3.00)
C (-2.97, -1.53, 3.88)
C (-1.08, -3.15, 3.72)
C (-2.32, -2.51, 1.67)
C (-1.52, 2.80, -2.70)
C (-1.68, 1.33, -3.06)
C (-2.89, 3.49, -2.63)
C (-0.66, 3.48, -3.78)
H (0.90, 5.81, 0.95)
H (2.18, 4.62, 1.17)
H (0.78, 4.61, 2.24)
H (-0.54, 5.17, -1.24)
H (2.01, 2.34, 1.88)
H (4.82, -0.46, -0.97)
H (5.36, 0.99, 1.18)
H (4.06, 0.97, 2.38)
H (4.25, 2.36, 1.32)
H (3.88, -2.91, -1.87)
H (3.04, -3.31, -3.37)
H (2.15, -3.27, -1.85)
H (4.74, -0.82, -3.08)
H (3.58, 0.34, -3.73)
H (3.78, -1.24, -4.50)
H (0.55, -1.78, -3.05)
H (1.51, -1.52, -4.48)
H (1.01, -0.14, -3.51)
H (-0.36, -0.59, 5.05)
H (1.35, 1.43, 5.43)
H (1.22, 2.69, 4.20)
H (2.53, 1.52, 4.12)
H (-2.63, -1.24, 4.88)
H (-3.69, -2.35, 3.99)
H (-3.49, -0.69, 3.43)
H (-0.75, -2.87, 4.72)
H (-0.20, -3.47, 3.16)
H (-1.76, -4.00, 3.81)
H (-2.54, -1.72, 0.97)
H (-3.25, -3.06, 1.83)
H (-1.61, -3.21, 1.23)
H (-2.40, 0.85, -2.42)
H (-0.72, 0.82, -2.99)
H (-2.03, 1.23, -4.09)
H (-3.50, 3.08, -1.83)
H (-3.42, 3.35, -3.58)
H (-2.77, 4.56, -2.47)
H (0.32, 3.00, -3.86)
H (-0.50, 4.54, -3.56)
H (-1.16, 3.40, -4.74)
F (-2.69, 0.35, -0.06)
Sb (-4.68, 0.40, -0.07)
F (-4.58, 0.52, -1.95)
F (-4.64, -1.48, -0.24)
F (-6.55, 0.47, -0.07)
F (-4.59, 0.23, 1.80)
F (-4.50, 2.26, 0.07)
Cl (-1.78, -1.84, -1.99)
C (-0.75, -2.89, -1.08)
C (0.18, -2.35, -0.25)
C (0.99, -3.08, 0.59)
Cl (2.14, -2.32, 1.60)
C (0.81, -4.47, 0.60)
Cl (1.76, -5.44, 1.64)
C (-0.13, -5.06, -0.25)
Cl (-0.34, -6.76, -0.24)
C (-0.93, -4.27, -1.09)
Cl (-2.12, -4.98, -2.10)

Properties
Spin multiplicity ... 4
Gap between HOMO and LUMO (alpha / beta) ... 0.334 / 0.222 hartree
LUMO energy (alpha / beta) ... -0.0027 / -0.1141 Eh
Largest force on an atom ... 0.01120 Eh/bohr
HOMO energy (alpha / beta) ... -9.154 / -9.153 eV
Molar mass ... 967.210 g/mol



The following is a DFT calculation (wB97M-V/def2-TZVPD) of 3 unconnected molecules or ions with the total composition C30H40BIO13 at a distorted geometry.

Positions of all 85 atoms, in Å:
C (2.14, -3.44, 3.12)
C (2.36, -2.16, 2.85)
C (1.25, -1.08, 3.00)
C (0.18, -1.51, 2.03)
C (-1.00, -0.56, 1.83)
C (-2.19, -0.81, 2.77)
C (-3.05, -2.01, 2.34)
C (-2.86, -3.31, 3.13)
C (-2.88, -3.15, 4.66)
C (-1.47, -3.25, 5.24)
C (-1.44, -3.42, 6.77)
O (-2.47, -2.73, 7.43)
C (-2.33, -1.33, 7.36)
O (0.96, -1.09, 4.41)
C (2.20, -0.76, 4.95)
O (2.62, -1.15, 6.01)
O (2.84, 0.06, 4.07)
C (1.91, 0.30, 2.92)
B (2.92, 0.66, 1.72)
C (3.11, -0.19, 0.41)
O (3.69, 1.80, 1.88)
C (1.05, 1.51, 3.40)
I (2.07, 2.83, 4.80)
C (0.61, 2.42, 2.23)
C (-0.83, 2.91, 2.48)
H (1.16, -3.79, 3.39)
H (2.97, -4.13, 3.11)
H (3.36, -1.89, 2.56)
H (0.59, -1.76, 1.07)
H (-0.23, -2.44, 2.41)
H (-0.74, 0.49, 1.88)
H (-1.37, -0.73, 0.82)
H (-2.83, 0.07, 2.67)
H (-1.90, -0.85, 3.81)
H (-2.89, -2.24, 1.29)
H (-4.10, -1.74, 2.41)
H (-3.68, -3.96, 2.85)
H (-1.96, -3.82, 2.80)
H (-3.37, -2.21, 4.90)
H (-3.48, -3.96, 5.07)
H (-0.95, -4.06, 4.74)
H (-0.93, -2.34, 5.02)
H (-1.45, -4.48, 7.01)
H (-0.49, -2.99, 7.11)
H (-2.94, -0.91, 6.57)
H (-2.68, -0.91, 8.30)
H (-1.29, -1.02, 7.23)
H (3.92, -0.90, 0.53)
H (3.39, 0.51, -0.38)
H (2.22, -0.71, 0.07)
H (3.35, 2.47, 1.29)
H (0.19, 1.18, 3.96)
H (1.22, 3.31, 2.22)
H (0.58, 1.90, 1.28)
H (-1.29, 3.31, 1.59)
H (-0.87, 3.60, 3.32)
H (-1.43, 2.05, 2.76)
O (0.27, 0.50, -6.24)
C (-0.09, 0.44, -5.08)
C (0.75, 0.81, -3.95)
C (0.28, 0.70, -2.70)
O (1.00, 1.02, -1.63)
C (-1.11, 0.19, -2.42)
O (-1.46, 0.11, -1.26)
C (-1.96, -0.15, -3.55)
C (-1.49, -0.04, -4.80)
O (-2.21, -0.34, -5.86)
H (1.75, 1.17, -4.17)
H (0.42, 0.84, -0.87)
H (-2.96, -0.50, -3.33)
H (-1.64, -0.18, -6.64)
O (1.88, 5.95, -10.57)
C (1.59, 4.79, -10.36)
C (1.78, 4.13, -9.08)
C (1.44, 2.84, -8.94)
O (1.59, 2.18, -7.80)
C (0.87, 2.04, -10.07)
O (0.61, 0.87, -9.87)
C (0.66, 2.71, -11.35)
C (0.99, 4.00, -11.49)
O (0.83, 4.67, -12.62)
H (2.19, 4.72, -8.27)
H (1.27, 1.27, -7.96)
H (0.23, 2.13, -12.16)
H (1.15, 5.57, -12.45)

Properties
SMILES string ... C=C[C@@]1(CCCCCCCCOC)OC(=O)O[C@]1(B(C)O)[C@@H](I)CC.O=C1C=C(O)C(=O)C=C1O.O=C1C=C(O)C(=O)C=C1O
Gap between HOMO and LUMO ... 0.267 hartree
LUMO energy ... -0.0755 Eh
Largest force on an atom ... 0.04680 Eh/bohr
HOMO energy ... -9.314 eV
Molar mass ... 746.353 g/mol